The following is a DFT calculation (ωB97M-V/def2-TZVPD) of C2H2IO2S as an isolated structure.

Geometry as XYZ:
```
8
Properties=species:S:1:pos:R:3:mulliken_charge:R:1
C 1.633 0.200 0.896 0.71
C -0.289 -0.345 -0.683 -0.76
O 1.101 0.659 1.795 -0.36
O 2.450 -0.270 0.219 -0.41
S -1.267 1.098 -1.147 -0.22
I -1.950 -1.608 0.434 -0.31
H 0.140 -0.918 -1.596 0.26
H -1.817 1.183 0.083 0.09
```

The total charge is -1. The frontier orbital gap is 6.04 eV. For the energy relative to the best compared isomer or geometry (same formula, charge and spin), the calculation gives 0.7658 eV. The multiplicity is 1. The value obtained for the LUMO energy is 3.29 eV. As for the highest occupied orbital energy: -2.75 eV.

***

The following is a DFT calculation (ωB97M-V/def2-TZVPD) of C2H2LiO2Pd as an isolated structure.

Geometry as XYZ:
```
8
Properties=species:S:1:pos:R:3:mulliken_charge:R:1
H 0.923 1.429 -1.730 0.47
O 0.389 -0.951 1.021 -0.72
C -0.366 0.056 0.873 0.53
C -0.705 0.653 -0.348 0.14
O -0.146 0.177 -1.420 -0.68
Li 0.930 -1.306 2.846 0.95
Pd 0.380 -1.549 -0.834 0.85
H -1.405 1.491 -0.408 0.47
```

The total charge is +2. The frontier orbital gap (spin up / spin down) is 6.99 / 7.70 eV. The multiplicity is 4. The value obtained for the LUMO energy (spin up / spin down) is -11.83 / -11.54 eV. As for the highest occupied orbital energy (spin up / spin down): -18.82 / -19.24 eV.

***

The following is a DFT calculation (ωB97M-V/def2-TZVPD) of C2H2LiO2Rb as an isolated structure.

Geometry as XYZ:
```
8
Properties=species:S:1:pos:R:3:mulliken_charge:R:1
O 1.031 0.345 -0.852 -0.69
C -0.058 1.107 -1.125 -0.75
C -1.280 1.016 -0.666 0.83
O -2.386 0.948 -0.264 -0.44
H 0.210 1.800 -1.914 0.33
Li 1.208 -1.113 -2.257 0.52
Rb 1.264 -1.949 1.621 0.25
H 2.262 1.369 -0.172 -0.06
```

The total charge is 0. The frontier orbital gap (spin up / spin down) is 3.36 / 5.86 eV. For the energy relative to the best compared isomer or geometry (same formula, charge and spin), the calculation gives 3.1111 eV. The multiplicity is 1. The value obtained for the LUMO energy (spin up / spin down) is -0.68 / -0.48 eV. As for the highest occupied orbital energy (spin up / spin down): -4.03 / -6.35 eV.

***

The following is a DFT calculation (ωB97M-V/def2-TZVPD) of C2H2LiO2Zn as an isolated structure.

Geometry as XYZ:
```
8
Properties=species:S:1:pos:R:3:mulliken_charge:R:1
O -2.428 -1.043 -2.625 -0.27
C -3.434 -0.446 -2.691 0.89
C -4.574 0.196 -2.692 -1.00
O -1.195 1.057 -0.685 -0.88
Li -2.326 2.317 -0.730 0.74
Zn -0.664 -0.420 -1.396 -0.02
H -5.306 -0.024 -1.915 0.26
H -4.775 0.916 -3.486 0.27
```

The total charge is 0. The frontier orbital gap (spin up / spin down) is 5.31 / 7.50 eV. For the energy relative to the best compared isomer or geometry (same formula, charge and spin), the calculation gives 0.1805 eV. The multiplicity is 2. The value obtained for the LUMO energy (spin up / spin down) is -0.56 / -0.63 eV. As for the highest occupied orbital energy (spin up / spin down): -5.87 / -8.13 eV.

***

The following is a DFT calculation (ωB97M-V/def2-TZVPD) of C2H2MnO2 as an isolated structure.

Geometry as XYZ:
```
7
Properties=species:S:1:pos:R:3:mulliken_charge:R:1
H -1.169 -0.317 -0.936 0.24
O 0.923 -1.023 0.117 -0.83
C -0.382 -0.588 0.130 0.23
C -0.652 0.828 -0.090 -0.58
O 0.401 1.586 -0.277 -0.47
H -1.051 -1.014 0.901 0.43
Mn 1.930 0.528 0.153 0.98
```

The total charge is 0. The frontier orbital gap (spin up / spin down) is 5.34 / 5.30 eV. For the energy relative to the best compared isomer or geometry (same formula, charge and spin), the calculation gives 1.0083 eV. The multiplicity is 6. The value obtained for the LUMO energy (spin up / spin down) is -1.73 / -1.92 eV. As for the highest occupied orbital energy (spin up / spin down): -7.07 / -7.21 eV.

***

The following is a DFT calculation (ωB97M-V/def2-TZVPD) of one molecule with the formula C2H2N2.

Geometry as XYZ:
```
6
Properties=species:S:1:pos:R:3:mulliken_charge:R:1
C -0.110 -0.747 0.017 -0.04
C -0.262 0.658 -0.083 0.15
N 0.769 0.044 0.776 -0.39
N 0.896 0.076 -0.660 -0.39
H -0.434 -1.750 -0.125 0.37
H -0.860 1.720 0.076 0.31
```

The SMILES is [C@H]12[C@@H]3N1N23. The total charge is 0. The frontier orbital gap is 11.81 eV. For the energy relative to the best compared isomer or geometry (same formula, charge and spin), the calculation gives 3.9899 eV. The multiplicity is 1. The value obtained for the LUMO energy is 1.11 eV. As for the highest occupied orbital energy: -10.69 eV.

***

The following is a DFT calculation (ωB97M-V/def2-TZVPD) of one molecule with the formula C2H2N2.

Geometry as XYZ:
```
6
Properties=species:S:1:pos:R:3:mulliken_charge:R:1
H -0.641 2.080 0.739 0.28
N -1.012 0.952 0.455 -0.52
C -0.133 0.209 0.023 0.45
C 0.346 -1.047 -0.351 -0.08
N 1.208 -0.092 -0.412 -0.43
H 0.232 -2.101 -0.454 0.30
```

The SMILES is [H]/N=c1/cn1. The total charge is 0. The frontier orbital gap is 10.04 eV. For the energy relative to the best compared isomer or geometry (same formula, charge and spin), the calculation gives 2.1390 eV. The multiplicity is 1. The value obtained for the LUMO energy is 0.55 eV. As for the highest occupied orbital energy: -9.48 eV.

***

The following is a DFT calculation (ωB97M-V/def2-TZVPD) of C2H2N2O as an isolated structure.

Geometry as XYZ:
```
7
Properties=species:S:1:pos:R:3:mulliken_charge:R:1
C 1.213 0.371 0.363 0.45
C -0.038 0.570 -0.197 -0.15
N 2.267 0.082 0.785 -0.33
N -0.767 1.423 -0.506 0.58
O -1.646 2.119 -0.895 -0.55
H -0.676 -2.621 0.047 0.21
H -0.353 -1.944 0.404 -0.22
```

The total charge is 0. The frontier orbital gap is 10.44 eV. For the energy relative to the best compared isomer or geometry (same formula, charge and spin), the calculation gives 4.6239 eV. The multiplicity is 1. The value obtained for the LUMO energy is -0.57 eV. As for the highest occupied orbital energy: -11.01 eV.

***

What are the max |F| values for these records? In order: 0.0603 0.1260 0.0379 0.0464 0.0369 0.0774 0.1069 0.0524 hartree/bohr.
What are the energy values for these records? In order: -25137.50783 -9860.14781 -7055.94048 -54821.58215 -37516.54095 -5081.19546 -5083.04633 -7129.21974 eV.